# 1
The following is a quantum chemistry calculation of C37H51N2P2Rb as an isolated structure, from the Open Molecules 2025 dataset.

As for the LUMO energy: -0.032 eV. Its spin multiplicity is 1. For the HOMO energy, the calculation gives -5.8 eV. The calculation puts the energy relative to the best compared isomer or geometry (same formula, charge and spin) at 29.4 kJ/mol. The gap between HOMO and LUMO is 5.82 eV.

Last column: Löwdin charge in e.
Atoms and positions in Å:
Rb -0.4916 0.4162 1.1505  0.64
P -2.5093 -1.2170 -0.9726  1.01
P 2.5181 1.3067 -0.1827  1.01
N 0.4224 -0.5126 -1.3968  -0.08
N 0.9641 1.0653 3.8072  0.05
C -3.3319 -2.9106 1.0793  -0.13
C 1.9126 -0.9808 4.6990  -0.04
C -0.3389 -1.3531 6.2717  -0.09
C 3.5985 2.8134 0.0545  -0.57
C -0.3745 -4.5958 -2.0422  -0.10
C 2.3673 1.8558 -4.2782  -0.11
C 0.8609 -4.0457 -2.3811  -0.09
C -3.1624 2.3462 0.7788  -0.09
C 4.9904 2.8946 -0.5773  -0.11
C -1.7122 3.5568 2.2463  -0.07
C 1.0936 -2.7015 -2.2049  -0.05
C 0.8905 -0.0320 4.6728  -0.33
C -2.1703 3.3112 0.9533  -0.31
C 0.1156 -1.8205 -1.6778  -0.36
C -3.0764 -1.8189 -3.7238  -0.11
C -2.6663 0.5792 -3.0848  -0.12
C 2.0504 1.2213 -1.9446  -0.32
C 1.8018 -2.1001 5.5082  -0.08
C 3.7574 -0.0743 0.0276  -0.54
C 3.1083 -1.2740 0.7202  -0.12
C -3.6692 1.6360 1.8579  -0.10
C 1.5295 0.8135 -4.6626  -0.10
C -4.7686 -3.1466 -0.9954  -0.11
C 0.6779 -2.2963 6.2985  -0.10
C -1.6048 4.0489 -0.2310  -0.03
C 4.4668 -0.5048 -1.2542  -0.10
C 1.1234 0.2060 -2.3241  -0.36
C -1.3613 -3.7513 -1.5708  -0.12
C -2.2215 2.8536 3.3316  -0.11
C 2.6254 2.0275 -2.9293  -0.12
C -3.8766 -2.2139 -0.1725  -0.56
C 2.7910 4.0933 -0.1794  -0.13
C -3.1970 1.8839 3.1413  -0.10
C -3.2368 -0.7670 -2.6315  -0.55
C -0.2390 -0.2288 5.4669  -0.04
C -1.1633 -2.3781 -1.3955  -0.32
C 0.9326 0.0101 -3.7172  -0.06
H 0.3744 1.8505 4.0424  0.07
H 2.0607 -2.2863 -2.4604  0.10
H -1.8651 3.0743 4.3316  0.11
H -2.0214 -1.9722 -3.9584  0.07
H 4.9568 0.3304 -1.7545  0.07
H 1.6481 -4.6785 -2.7747  0.10
H 2.8292 2.5022 -5.0128  0.09
H -1.2206 -1.4914 6.8847  0.10
H -3.5833 -1.4925 -4.6359  0.08
H -4.1491 -3.2788 1.7034  0.08
H -1.5833 0.5277 -3.2090  0.05
H 1.8868 1.3493 3.5189  0.09
H 0.2758 -0.7921 -4.0325  0.10
H 2.3357 -1.7155 0.0900  0.06
H -0.6650 4.5403 0.0198  0.07
H 2.6026 -2.8287 5.5178  0.11
H 3.8518 -2.0463 0.9353  0.08
H -4.4281 0.8811 1.6940  0.11
H 1.3341 0.6354 -5.7142  0.10
H 3.7566 -0.9270 -1.9657  0.06
H 0.5972 -3.1717 6.9285  0.10
H 2.7923 -0.8382 4.0819  0.10
H 4.9626 2.9817 -1.6618  0.06
H -2.7260 -2.2277 1.6855  0.06
H 5.5119 3.7754 -0.1923  0.08
H -4.3059 -0.6300 -2.4253  0.10
H -2.3286 -4.1765 -1.3525  0.07
H -2.6965 -3.7562 0.8144  0.07
H 5.5974 2.0233 -0.3291  0.06
H -0.9493 4.3120 2.4012  0.12
H 5.2196 -1.2670 -1.0353  0.08
H 4.4990 0.3542 0.7147  0.09
H -4.5294 -1.4029 0.1747  0.08
H 3.3536 4.9700 0.1514  0.08
H -4.2480 -4.0413 -1.3314  0.06
H -3.5936 1.3334 3.9848  0.11
H 2.5503 4.2322 -1.2331  0.07
H 3.3132 2.8084 -2.6416  0.07
H -2.3006 4.8138 -0.5811  0.09
H -3.1022 0.8796 -4.0415  0.08
H -3.5234 2.1305 -0.2199  0.11
H -1.4182 3.3687 -1.0639  0.08
H -1.0377 0.5050 5.4506  0.10
H 3.7671 2.7433 1.1367  0.09
H -0.5675 -5.6535 -2.1643  0.09
H 2.6450 -0.9811 1.6667  0.04
H -5.6119 -3.4779 -0.3827  0.08
H -3.4853 -2.7869 -3.4328  0.06
H 1.8475 4.0689 0.3726  0.05
H -2.8755 1.3644 -2.3550  0.05
H -5.1803 -2.6511 -1.8755  0.06

***

# 2
The following is a quantum chemistry calculation of C18H16BrCoN2O as an isolated structure, from the Open Molecules 2025 dataset.

As for the total charge: +2. As for the LUMO energy (spin up / spin down): -6.594 / -9.722 eV. Its spin multiplicity is 5. The expectation value of S² is 6.034. For the HOMO energy (spin up / spin down), the calculation gives -15.3 / -16.0 eV. The gap between HOMO and LUMO (spin up / spin down) is 8.74 / 6.31 eV.

Last column: Löwdin charge in e.
Atoms and positions in Å:
Br 0.4480 3.0023 -0.0548  0.98
Co 0.7320 0.5788 -0.1491  0.55
O 2.3020 -0.4512 0.2799  -0.06
N 3.0282 -1.5490 -1.5449  0.12
N 0.1588 -0.3764 -1.9110  0.02
C 1.0688 -0.7522 -2.8237  -0.23
C -1.1926 1.5789 1.8382  -0.22
C -0.6577 -1.4926 -4.3146  0.00
C -2.5090 0.2309 3.3927  0.07
C 2.5357 -0.5580 -2.4926  -0.08
C 3.4878 -2.4747 0.6539  0.05
C -0.6134 0.3887 1.3289  -0.11
C -2.7285 2.6856 3.3977  0.06
C -2.1588 1.5019 2.8902  -0.14
C -2.3695 3.9240 2.9013  0.01
C -1.5874 -1.1377 -3.3477  -0.01
C -0.9699 -0.8348 1.8795  -0.04
C -1.4274 4.0223 1.8778  -0.05
C 2.9017 -1.4245 -0.2241  -0.45
C 0.6873 -1.3111 -4.0370  0.02
C -1.1368 -0.5878 -2.1600  -0.09
C -1.9258 -0.9191 2.8934  0.00
C -0.8667 2.8695 1.3726  -0.45
H -0.9714 -1.9074 -5.2603  0.13
H 4.3343 -2.9672 0.1886  0.10
H 1.4393 -1.5958 -4.7571  0.13
H 3.1333 -0.6329 -3.4018  0.14
H -3.2368 0.1612 4.1867  0.14
H 2.7329 -3.2252 0.8817  0.11
H 2.6809 0.4442 -2.0602  0.13
H -0.5119 -1.7464 1.5185  0.11
H 3.5034 -2.3608 -1.9175  0.17
H 3.7866 -2.0237 1.5982  0.11
H -3.4575 2.6144 4.1898  0.14
H -2.8132 4.8224 3.2994  0.14
H -2.2018 -1.8874 3.2827  0.13
H -1.1451 4.9879 1.4884  0.13
H -1.8362 -0.3072 -1.3808  0.12
H -2.6434 -1.2898 -3.5030  0.12

***

# 3
The following is a quantum chemistry calculation of the molecule C5H7N, from the Open Molecules 2025 dataset.

As for the LUMO energy: 1.151 eV. Its spin multiplicity is 1. As for the SMILES: C1=C[C@H]2N[C@H]2C1. For the HOMO energy, the calculation gives -8.6 eV. The calculation puts the energy relative to the best compared isomer or geometry (same formula, charge and spin) at 251.7 kJ/mol. The gap between HOMO and LUMO is 9.77 eV.

Last column: Löwdin charge in e.
Atoms and positions in Å:
N -1.7500 0.1647 -0.0205  0.04
C 0.4367 -1.2090 0.0127  -0.12
C -0.7138 -0.3666 0.8277  -0.22
C 1.1498 -0.0847 -0.6993  -0.12
C -0.6423 1.0608 0.3363  -0.27
C 0.6491 1.1093 -0.3786  -0.08
H 1.0427 -1.7015 0.7771  0.09
H 1.2012 2.0359 -0.4401  0.10
H 1.9166 -0.1953 -1.4625  0.10
H -0.9041 -0.4575 1.9072  0.13
H -1.6433 -0.2914 -0.9204  0.10
H -1.0119 1.9860 0.7888  0.13
H 0.2765 -2.0436 -0.7273  0.12

***

# 4
The following is a quantum chemistry calculation of a 2-piece molecular cluster, CH2FPS overall, from the Open Molecules 2025 dataset.

As for the LUMO energy (spin up / spin down): -1.565 / -2.222 eV. Its spin multiplicity is 1. For the HOMO energy (spin up / spin down), the calculation gives -9.2 / -9.3 eV. The calculation puts the energy relative to the best compared isomer or geometry (same formula, charge and spin) at 338.0 kJ/mol. The gap between HOMO and LUMO (spin up / spin down) is 7.59 / 7.05 eV.

Last column: Löwdin charge in e.
Atoms and positions in Å:
S 1.9857 -0.9610 -0.2782  0.52
P -0.2580 0.8559 -0.6175  0.81
F -1.4060 1.1726 0.5603  -0.44
C 0.7063 -0.1125 0.4179  -1.03
H -1.5809 -0.9205 -1.6722  0.07
H 0.5529 -0.0346 1.5897  0.06

***

# 5
The following is a quantum chemistry calculation of C23H42BrCaCl4FIN4O3P2S3 as an isolated structure, from the Open Molecules 2025 dataset.

As for the LUMO energy (spin up / spin down): -3.120 / -2.663 eV. Its spin multiplicity is 2. The expectation value of S² is 1.760. For the HOMO energy (spin up / spin down), the calculation gives -6.4 / -6.4 eV. The gap between HOMO and LUMO (spin up / spin down) is 3.30 / 3.76 eV.

Last column: Löwdin charge in e.
Atoms and positions in Å:
I -2.7437 -7.9584 -0.5072  1.02
Br 4.4739 0.5771 2.6633  0.34
Ca -7.4698 -2.4593 -2.3667  1.08
Cl 0.1088 2.0695 -0.7706  0.56
Cl -0.7211 2.7934 -3.4821  0.54
Cl -0.9842 -3.8144 2.1179  0.48
Cl -1.5087 -4.1974 4.9806  0.52
S -5.1942 -1.3521 0.0362  0.49
S -5.5451 -6.7525 1.1735  0.82
S 0.6288 -5.7668 -0.1099  0.12
P -0.4689 -5.6348 -1.6969  0.33
P -5.2514 -2.6616 -1.3349  0.20
F -6.3647 0.4015 0.6902  -0.80
O -3.7884 -10.5866 -2.7699  -0.47
O -3.1179 -0.6491 -2.3091  -0.02
O 5.9298 4.3665 -1.6832  -0.01
N -1.7159 5.2797 -0.0068  0.01
N 5.7647 3.4464 -0.7878  -0.08
N -4.0608 -3.9798 -1.2283  -0.09
N -3.2020 -5.8896 -0.8984  -0.33
C -5.5947 -5.8125 -0.3640  -0.42
C 4.9063 4.7012 1.7139  -0.16
C 3.9676 4.5854 0.5113  -0.13
C 6.3638 4.7764 1.2436  -0.13
C -0.8958 6.2869 0.4230  -0.14
C -1.6709 7.3923 0.6448  -0.11
C 8.1459 3.9682 -0.2886  -0.05
C -1.2257 2.0943 -1.9424  -1.00
C -2.1826 -5.0889 -1.3878  -0.44
C -4.4217 -4.6192 2.5255  -0.17
C -1.9380 -2.7566 -2.1827  -0.07
C 4.3174 3.4236 -0.4164  -0.47
C 3.8804 2.0808 0.2409  -0.10
C 3.4430 3.4737 -1.6647  -0.05
C -5.7112 -5.4715 2.4546  -0.48
C -2.3154 -1.3572 -1.7257  -0.26
C -3.0123 7.0387 0.3329  -0.11
C -4.2893 -5.2451 -0.8107  -0.43
C 6.9676 2.3511 1.0868  -0.06
C 6.7695 3.6490 0.2938  -0.50
C -0.4989 -4.6456 3.6013  -1.00
C -2.7418 -3.9009 -1.5923  -0.25
C -3.0065 5.7308 -0.0681  -0.14
H 8.8808 4.0157 0.5133  0.09
H -4.2833 -4.3092 3.5566  0.05
H 2.3949 3.3556 -1.3917  0.03
H 8.4624 3.1976 -0.9933  0.09
H 6.5087 5.7414 0.7477  0.12
H -6.3579 -5.0486 -0.2748  0.03
H -6.5607 -3.3361 -1.1440  -0.21
H 7.9640 2.3098 1.5246  0.09
H 4.6642 5.6052 2.2748  0.11
H -1.7861 -0.9627 -0.8366  0.14
H 4.1844 1.8577 1.3323  -0.17
H 6.2789 2.2559 1.9168  -0.02
H 2.9347 4.4733 0.8504  0.12
H -3.5593 -5.2206 2.2627  0.03
H 6.8681 1.4732 0.4460  0.09
H -1.5569 1.0829 -2.1098  -0.02
H 4.7562 3.8676 2.4062  0.10
H -1.3177 8.3486 0.9916  0.09
H 0.5262 -4.3769 3.8245  0.03
H -4.4763 -3.7468 1.8834  0.03
H -5.9073 -6.5149 -1.1323  0.09
H -0.6283 -6.8417 -2.4002  -0.03
H 0.1635 6.1295 0.5334  0.10
H -3.8057 5.0840 -0.3885  0.11
H 2.7931 2.0516 0.2871  0.05
H 3.7003 2.6731 -2.3599  0.10
H 8.1704 4.9301 -0.7978  0.08
H -5.2869 -2.0716 -2.6848  -0.05
H -2.0047 -2.7943 -3.2665  0.14
H 4.0071 5.5277 -0.0434  0.13
H 3.5306 4.4228 -2.1892  0.09
H 0.0473 -4.6458 -2.5506  -0.01
H -0.9176 -2.9216 -1.8657  0.09
H -0.5796 -5.7144 3.4398  0.03
H -3.3101 -9.7856 -2.6216  -0.31
H -2.0401 2.6850 -1.5392  0.02
H 4.2131 1.2322 -0.3557  0.09
H -6.5087 -4.8095 2.1322  0.07
H -5.9230 -5.9060 3.4191  0.07
H 7.0297 4.7733 2.1088  0.13
H -3.8801 7.6730 0.3962  0.09
H -1.4144 4.3531 -0.2409  0.08

***

# 6
The following is a quantum chemistry calculation of the molecule C6H10O, from the Open Molecules 2025 dataset.

As for the LUMO energy: 0.769 eV. Its spin multiplicity is 1. As for the SMILES: C/C=C/C=C(/C)O. For the HOMO energy, the calculation gives -7.9 eV. The calculation puts the energy relative to the best compared isomer or geometry (same formula, charge and spin) at 171.3 kJ/mol. The gap between HOMO and LUMO is 8.68 eV.

Last column: Löwdin charge in e.
Atoms and positions in Å:
O -1.7890 1.5309 0.2735  0.00
C 0.7543 0.2267 0.2968  -0.13
C -0.5444 -0.4401 0.2802  -0.08
C -2.9831 -0.6037 -0.0345  -0.04
C -1.7496 0.1381 0.4012  -0.35
C 1.7818 -0.0842 -0.5018  -0.16
C 3.2417 0.1296 -0.2410  -0.11
H 0.7501 1.1882 0.8140  0.11
H -3.6653 -0.8359 0.7872  0.08
H 3.5961 1.0751 -0.6534  0.07
H 1.5157 -0.6210 -1.4125  0.10
H -2.6361 -1.5472 -0.4443  0.07
H -0.4833 -1.4727 -0.0502  0.11
H 3.4557 0.1032 0.8244  0.07
H -1.5019 1.9453 1.0937  0.10
H 3.8145 -0.6931 -0.6667  0.07
H -3.5570 -0.0392 -0.7666  0.08